Here is 4 unconnected molecules or ions with the total composition C24H49N2O9 at a distorted geometry from OMol25. Energies are from ωB97M-V with the def2-TZVPD basis set.

For the gap between HOMO and LUMO, the calculation gives 4.69 eV. Its net charge is -1. For the lowest unoccupied orbital energy, the calculation gives 2.29 eV. Its total energy is -47084.1369 eV.

The geometry in XYZ format:
```
84
Properties=species:S:1:pos:R:3:forces:R:3
O -4.372445 5.982732 2.875700 -0.0102 0.1110 -0.0172
O 2.551933 1.872634 -0.338427 0.0590 0.1891 0.0149
O -3.509315 3.164530 3.578572 0.0781 0.2308 -0.1788
O -6.301220 3.709873 2.174053 0.0374 0.2691 0.2489
O 3.977552 -5.087782 -0.728049 0.1875 0.2775 0.0395
O 0.937364 1.791092 2.265716 0.2703 0.0963 -0.0309
O 1.589872 -0.827630 0.605321 0.0934 0.1370 -0.2204
O 7.100021 -5.561676 -1.204177 -0.0921 0.1251 -0.2607
O 5.684134 -3.007651 -2.136355 0.0856 0.0973 -0.0677
N -4.888251 -1.073126 -5.022085 0.2736 1.0575 0.0097
N -1.941481 -1.779587 -2.137785 0.3674 -0.0775 0.4996
C -2.597585 -1.009315 -4.309559 -0.0310 -0.2676 -0.3967
C 7.789946 -6.245896 -2.225863 -0.0943 -0.0835 0.1630
C -2.231720 2.842500 3.060807 -0.1847 -0.0835 0.1373
C 3.253227 0.952132 0.479414 0.0942 0.0161 0.1289
C -3.536403 4.257398 4.470957 -0.0438 -0.1055 0.0734
C -4.497559 5.273335 1.649078 0.2175 -0.1120 -0.0452
C 2.921313 -0.513608 0.262322 -0.0585 -0.1038 0.1151
C -1.692006 -1.255309 -3.332455 1.2163 0.0005 -0.0255
C -7.598465 3.865314 2.702809 0.0899 -0.1894 -0.0513
C 1.152089 2.046162 -0.158454 -0.1367 -0.2489 -0.1668
C 0.848433 -1.510213 -0.403274 -0.0009 0.0292 0.2961
C 3.690280 -4.500279 -1.984315 -0.0583 -0.0959 -0.0383
C 1.582217 2.393233 3.363727 -0.1355 -0.1704 -0.0125
C -4.576613 5.300170 4.100620 -0.1893 -0.0133 0.0828
C -5.877559 4.746575 1.307477 -0.0401 -0.1053 -0.1039
C 7.527349 -4.231103 -0.977899 0.0565 -0.0510 0.0959
C 0.706931 2.648733 1.159751 -0.0276 -0.0203 -0.0113
C -5.965918 -0.229442 -4.534091 -0.0292 -1.1004 -0.2002
C -3.955911 -1.314845 -4.090350 -1.0673 0.0498 -0.8542
C -3.227649 -2.076605 -1.943070 0.1280 -0.5034 1.2909
C -4.231055 -1.899403 -2.825365 -0.4016 0.5617 -0.4355
C 6.380390 -3.239352 -0.923652 -0.2137 0.0301 0.1652
C 3.255676 -4.535482 0.355757 0.0072 -0.1828 -0.1041
C 4.933319 -4.055143 -2.731961 0.0680 -0.1553 -0.1105
H -5.584303 4.885699 4.158712 0.0448 -0.2014 -0.1206
H 5.570407 -4.906170 -2.979055 0.0145 -0.0932 0.2129
H 0.983454 -2.590760 -0.299398 -0.0668 -0.0233 -0.1492
H 3.850363 -4.665983 1.260992 -0.0154 -0.0773 -0.0110
H -0.370267 2.832850 1.098812 0.0045 0.0880 -0.1943
H -6.803485 -0.311756 -5.232672 -0.1555 0.2110 0.0765
H 5.685985 -3.485901 -0.118746 0.0195 -0.2329 -0.0164
H 4.306648 1.080470 0.212024 -0.0264 0.0078 -0.0906
H -6.337216 -0.506230 -3.531604 -0.1636 0.0794 0.0435
H 1.148912 -1.194966 -1.405990 -0.0149 -0.0042 -0.0098
H -5.240548 -2.182836 -2.574994 -0.1487 -0.0620 0.0492
H -7.636234 3.333406 3.654819 0.0042 -0.0557 -0.0463
H -3.749351 4.483105 1.582358 -0.1365 -0.1676 0.0760
H 3.011402 -3.647854 -1.877970 0.0193 0.0082 0.0902
H -0.204250 -1.273262 -0.275232 -0.0192 -0.0868 -0.0552
H -2.374281 2.379194 2.084955 -0.0256 -0.0893 0.0518
H 7.120856 -7.008524 -2.626533 0.0117 -0.0250 0.0615
H 2.114996 1.611244 3.907403 -0.0655 -0.0158 0.0175
H 8.042970 -4.203776 -0.009309 0.0278 0.1574 0.0005
H -7.838415 4.916683 2.892366 -0.0220 0.0124 -0.0439
H -5.667224 0.832249 -4.469699 -0.0270 0.0425 -0.0612
H 2.300156 -5.055249 0.475406 -0.0670 0.1307 0.0838
H 0.851868 2.747512 -0.941204 0.0799 0.0496 0.0163
H -6.593270 5.576628 1.304775 -0.0172 -0.0084 0.1075
H -1.615681 3.738196 2.931511 0.0129 0.0005 0.0129
H -5.840681 4.341691 0.289168 0.0577 0.1223 -0.0649
H 3.073793 -3.467850 0.211437 -0.0322 0.0026 0.0476
H -2.554390 4.738726 4.540368 0.0267 -0.0218 -0.0953
H 2.313819 3.143157 3.046247 -0.0302 0.0442 0.0058
H 8.246138 -3.911628 -1.740945 -0.0539 -0.0536 -0.0782
H -0.650240 -1.007023 -3.542502 0.0759 0.0262 0.1632
H 3.180610 -5.251550 -2.600036 -0.0292 0.1061 -0.1182
H -1.717172 2.135391 3.718048 0.1220 0.0255 -0.0629
H -8.345649 3.430103 2.031348 -0.0891 0.1066 0.0120
H -4.527595 6.077384 4.869307 0.0700 0.0333 -0.0428
H 0.619234 1.118405 -0.365830 -0.0276 -0.0494 0.2103
H -3.480656 -2.503923 -0.972577 0.1697 -0.0676 0.0688
H 3.590420 -1.107484 0.902631 0.1550 0.0740 -0.0725
H -2.266727 -0.563896 -5.234018 -0.1739 0.0666 -0.2121
H -3.788127 3.874964 5.469455 0.0185 0.1445 0.0706
H -4.238183 6.001844 0.876611 -0.0548 0.0648 0.0460
H 8.070921 -5.577948 -3.045881 0.0439 0.0121 0.0147
H 1.197853 3.619072 1.300876 0.0925 -0.0548 0.0759
H 8.682902 -6.740057 -1.827854 0.0842 0.0408 -0.1060
H 0.852190 2.851985 4.040654 0.0789 0.1228 0.0241
H 6.815666 -2.270611 -0.662170 0.0312 0.0061 -0.0775
H 4.592781 -3.648747 -3.687906 -0.0201 0.0827 0.0461
H 3.178383 1.220057 1.535243 -0.2185 -0.0918 0.0425
H 3.140325 -0.778994 -0.778298 -0.0796 0.0050 -0.0286
```
Positions in Å, forces in eV/Å.

These are the Löwdin partial charges, in e, on atoms 1 to 8: -0.1211 -0.1174 -0.1863 -0.1897 -0.1913 -0.1935 -0.1977 -0.1920



Here is a molecular structure, C16H22BF4N8PtSSe at a distorted geometry from OMol25. Energies are from ωB97M-V with the def2-TZVPD basis set.

For the gap between HOMO and LUMO, the calculation gives 8.03 eV. The energy above the lowest of the compared OMol25 structures with the same formula, charge and spin is 1.259 eV. Its net charge is +1. For the lowest unoccupied orbital energy, the calculation gives -3.00 eV. Its total energy is -119846.8495 eV.

The geometry in XYZ format:
```
54
Properties=species:S:1:pos:R:3:forces:R:3
Pt 0.111888 -0.060032 0.257688 0.4336 0.8925 -0.2098
Se -2.264821 0.256206 -0.149560 -0.2458 -0.4444 -0.3043
S 2.421650 0.268412 0.576100 0.1636 -0.2453 0.1594
F 0.476322 2.997965 1.617645 -0.0964 -0.2958 -0.1068
F 0.815802 4.164531 -0.335676 0.0261 -0.0717 -0.1061
F 0.285182 1.940491 -0.439440 -0.2606 -0.4545 -0.0065
F -1.297082 3.509050 0.250020 -0.0386 -0.1760 -0.1966
N 0.152308 -1.990932 0.738923 -0.1751 -0.2602 0.4394
N 0.460982 0.390293 3.250103 0.0769 0.1018 -0.1523
N 1.315449 -2.663565 0.545456 -0.0519 0.0623 -0.2837
N -2.152741 2.265447 -2.151535 0.1019 -0.0027 0.0192
N 3.876797 0.748954 2.786626 -0.0117 0.1065 -0.0278
N 1.837430 0.593941 3.307447 0.0299 0.0145 -0.0394
N 3.840346 0.980867 4.125777 -0.0737 -0.0228 0.0302
N -1.875361 0.300270 -3.038153 0.0997 0.0045 -0.0072
C 2.678096 0.521236 2.251088 -0.0513 -0.1458 -0.1405
C -1.696127 1.054310 -5.455916 0.0216 0.0212 0.0017
C 2.394150 -4.868545 0.856442 0.0025 -0.0015 0.0048
C -1.862470 3.473800 -5.642400 0.0027 0.0072 0.0128
C -2.016448 3.637897 -4.280356 0.0155 -0.0152 -0.0204
C -2.060986 -2.575579 1.800613 0.0202 0.0647 0.0276
C 2.004394 1.051597 5.783322 -0.0005 0.0279 0.0016
C -1.706104 -1.134671 -3.186724 -0.0319 -0.0188 -0.0046
C -2.054306 0.960766 -1.888637 -0.0947 0.1855 0.1676
C -0.678285 -2.861859 1.334139 0.0748 0.0963 -0.1585
C -1.710859 2.204355 -6.220441 0.0023 -0.0023 -0.0039
C 1.239984 -3.933507 0.959467 0.0240 -0.0363 0.0154
C -1.838321 1.222997 -4.084043 -0.0908 -0.0303 0.0018
C -2.007402 2.479899 -3.513786 0.0020 0.0372 0.0277
C 2.586130 0.890505 4.431682 0.0619 0.0340 0.0490
C -0.027938 -4.093812 1.469426 0.0095 -0.0629 0.0520
B 0.065470 3.226195 0.298145 0.1702 0.4536 0.6047
H 2.043656 -5.897218 0.885318 -0.0027 0.0014 0.0005
H 2.945184 -4.719141 -0.071531 -0.0041 -0.0006 -0.0013
H -2.131208 2.954642 -1.402706 -0.0179 0.0172 0.0041
H -1.585392 0.078318 -5.907292 -0.0002 -0.0010 0.0014
H -2.396564 -1.584692 1.525692 -0.0181 0.0075 0.0587
H 0.145121 0.079967 4.159789 -0.0386 0.0352 -0.0060
H -0.442200 -4.989441 1.899445 -0.0076 0.0055 -0.0042
H 2.096876 -2.177751 0.133246 0.0122 0.0355 0.0534
H 0.018002 1.265579 2.976549 -0.0319 0.0725 0.0719
H -0.973765 -1.317181 -3.969903 0.0018 -0.0058 0.0044
H -2.109569 -2.672453 2.885736 0.0110 0.0005 0.0010
H -2.753127 -3.301534 1.374873 -0.0061 0.0224 -0.0129
H -1.606439 2.125724 -7.293702 0.0078 0.0013 0.0010
H 1.568922 0.116682 6.140012 -0.0010 -0.0022 0.0077
H 1.231227 1.820487 5.782611 0.0007 0.0037 0.0001
H -1.860729 4.345475 -6.281929 -0.0037 -0.0035 -0.0040
H -2.134320 4.614488 -3.832351 -0.0042 -0.0011 0.0024
H 3.082557 -4.722846 1.689726 0.0045 -0.0020 -0.0033
H -2.651846 -1.605935 -3.450362 0.0039 0.0001 -0.0058
H 4.746000 0.826519 2.284865 0.0083 -0.0089 -0.0163
H 2.795676 1.346309 6.466884 -0.0012 -0.0046 -0.0004
H -1.341167 -1.543484 -2.248423 -0.0290 0.0036 0.0007
```
Positions in Å, forces in eV/Å.

These are the Löwdin partial charges, in e, on atoms 1 to 8: 0.7107 0.7738 0.6943 0.1124 0.1909 -0.1634 0.1154 -0.1648